Record 1
12
Properties=species:S:1:pos:R:3:forces:R:3 method="wB97M-V/def2-TZVPD" charge=+1 e_lumo_ev="-4.8 / -9.9" spin_multiplicity=2 s_squared=0.753
C 2.505783 -0.393855 1.696168 1.054 -1.205 1.481
S 3.220242 1.319497 1.563530 0.564 -2.765 -1.440
H 2.336106 -0.821260 2.740212 -0.261 1.721 -0.708
H 3.305240 -1.109040 1.464403 -0.148 0.457 -1.162
H 1.578597 -0.532554 1.121031 0.374 0.372 -0.147
H 2.466140 1.750422 2.479700 -1.602 1.408 2.001
C -3.354808 -0.927584 -2.073200 -1.800 -0.821 -0.632
N -2.124447 -0.446075 -1.826341 2.841 2.134 1.124
O -4.294343 -0.998751 -1.319967 0.712 0.452 -0.348
H -3.359203 -1.165011 -3.126693 -1.028 -1.190 -0.788
H -1.365656 -0.776755 -2.464646 -1.318 1.009 0.552
H -2.165073 0.583407 -1.624176 0.613 -1.571 0.066

=====

Record 2
40
Properties=species:S:1:pos:R:3:forces:R:3 method="wB97M-V/def2-TZVPD" e_lumo_ev="-1.4 / -4.4" spin_multiplicity=2 s_squared=0.794
Ca -0.681432 -0.264145 -0.480992 1.720 0.333 0.514
C 2.964069 1.233201 -1.976453 0.352 -1.540 -0.542
C 3.288161 0.738774 -0.626663 0.190 -0.616 0.855
C 4.605693 0.527359 -0.184145 0.719 0.996 -1.176
C 4.841471 0.049150 1.049812 2.965 0.054 0.844
C 3.820015 -0.263557 1.907551 -2.255 -0.592 0.877
C 4.010440 -0.601442 3.293255 0.700 0.811 -1.469
Br 5.695538 -0.074338 4.082938 -0.535 -0.651 0.047
C 2.953619 -0.991841 4.018831 -0.896 -0.520 0.832
C 1.645099 -1.012482 3.422702 1.328 -0.001 -1.046
Br 0.225046 -1.393359 4.483037 -1.544 -0.591 1.218
C 1.368531 -0.698074 2.084409 0.303 0.545 0.436
O 0.235609 -0.678266 1.474671 -1.381 -0.365 0.177
C 2.477461 -0.220730 1.355923 3.167 1.371 -0.493
N 2.293713 0.420115 0.146907 -1.786 -1.696 0.829
H 3.692249 1.981357 -2.188603 0.421 0.613 -0.890
H 1.963417 1.609113 -1.962678 -0.267 0.382 -0.243
H 3.007308 0.335987 -2.696032 0.078 1.561 0.854
H 5.430787 0.922752 -0.781197 -0.182 -0.504 -0.046
H 5.900375 -0.082896 1.460671 -1.556 0.391 -0.878
H 3.117947 -1.328798 5.062602 -0.499 0.529 -0.711
Cl -8.180492 -0.276343 -0.096319 -0.021 -0.296 0.140
C -6.545193 0.099914 -0.001277 0.061 1.988 0.428
C -5.546099 -0.842433 0.262044 0.034 -1.348 0.369
Cl -5.911490 -2.363474 0.987113 -0.428 0.088 -0.558
C -4.240203 -0.538264 0.060503 0.908 -0.649 0.115
Cl -3.022979 -1.764554 0.108531 -0.458 -0.020 0.228
C -3.772483 0.799853 -0.108766 1.665 0.422 -0.984
O -2.551264 1.070363 -0.301698 -1.786 -0.128 0.494
C -4.783068 1.812421 -0.062472 -1.782 0.011 0.329
Cl -4.323037 3.412752 0.083130 0.541 0.566 -0.144
C -6.145557 1.482363 -0.022934 1.062 -0.478 0.039
Cl -7.276492 2.739711 0.198556 -0.314 -0.241 -0.303
F 0.567180 -1.566866 -1.862885 -1.191 0.132 -2.051
As -0.086273 -0.878580 -3.562384 1.269 1.340 0.937
F -0.405268 -2.445839 -4.167056 -0.032 0.655 0.484
F -1.738001 -0.719335 -2.808113 1.272 -0.690 -0.146
F -0.667523 -0.012183 -4.961106 0.615 -0.738 1.259
F 0.181189 0.692774 -2.561355 -0.496 -1.317 -1.300
F 1.591944 -0.910151 -4.130066 -1.960 0.192 0.676

=====

Record 3
76
Properties=species:S:1:pos:R:3:forces:R:3 method="wB97M-V/def2-TZVPD" charge=+1 e_lumo_ev=-5.9 spin_multiplicity=1
C -2.844454 3.575905 4.757340 0.549 0.475 -0.037
C -2.172861 2.488128 4.012930 -0.891 -1.377 -0.217
C -2.659675 1.239379 3.674912 -0.206 1.412 0.722
C -1.640769 0.573276 2.994801 1.514 0.337 -0.474
C -0.576929 1.447448 2.940272 -0.627 -1.292 -0.497
C 0.804547 1.274860 2.396849 0.539 0.813 0.061
N 1.702969 0.591388 3.339833 0.541 -0.871 -0.492
C 1.681458 0.788542 4.780987 -0.326 0.229 -0.308
C 2.577958 -0.273765 2.720220 -0.953 0.421 0.104
O 3.419592 -0.974289 3.238601 -0.365 0.300 -0.123
C 2.288377 -0.148890 1.231032 -0.613 -0.045 -1.108
C 3.360234 0.713705 0.561846 0.171 0.421 -0.220
C 4.737260 0.126792 0.565374 0.079 -0.082 0.107
C 5.634690 0.418638 1.580554 -0.101 0.071 -0.001
C 6.900874 -0.128108 1.587079 0.071 0.085 0.153
C 7.283602 -0.980594 0.572985 0.288 -0.157 -0.002
C 6.402578 -1.282689 -0.444117 0.034 -0.164 -0.171
C 5.137797 -0.731494 -0.444294 -0.101 0.033 0.002
N 0.947584 0.528321 1.125838 0.304 -0.612 1.761
C 0.397764 1.034108 -0.040527 0.837 -0.672 -0.108
C 0.605278 0.505318 -1.263875 -0.224 0.016 1.037
C 0.257332 1.145564 -2.513401 -0.172 0.193 -0.422
C 0.400562 0.452815 -3.719623 -0.102 0.075 0.476
C 0.172553 1.078892 -4.923554 -0.057 -0.016 -0.227
C -0.203406 2.406598 -4.955070 -0.086 0.131 -0.384
C -0.368665 3.106008 -3.776196 -0.115 0.080 -0.001
C -0.144828 2.482820 -2.570932 0.038 -0.210 0.100
O -0.895386 2.622677 3.557639 -0.432 -0.355 0.014
H -3.857385 3.299911 5.043331 0.088 -0.150 -0.104
H -2.283968 3.816954 5.661913 -0.048 0.072 0.034
H -2.888502 4.476847 4.144204 -0.056 0.095 0.069
H -3.633809 0.849366 3.918338 -0.055 0.144 0.077
H -1.676295 -0.430856 2.606732 0.224 0.010 -0.102
H 1.218735 2.277042 2.223376 -0.146 0.319 0.187
H 2.542897 0.311870 5.246016 0.010 -0.046 -0.313
H 1.701025 1.854431 5.002566 0.014 0.072 0.091
H 0.772553 0.358832 5.198045 -0.082 -0.002 0.134
H 2.247621 -1.145449 0.776016 0.077 0.143 0.106
H 3.064956 0.932129 -0.466431 -0.089 -0.146 0.028
H 3.385818 1.686104 1.061370 -0.051 0.019 0.134
H 5.328752 1.071568 2.377853 -0.056 0.211 0.240
H 7.589961 0.108013 2.383097 0.050 0.033 0.096
H 8.269450 -1.415022 0.578873 0.173 -0.059 -0.018
H 6.703713 -1.947543 -1.238401 0.026 -0.080 -0.107
H 4.449749 -0.960951 -1.237908 -0.206 -0.088 -0.308
H -0.196354 1.923227 0.059844 -0.158 0.335 0.307
H 1.105497 -0.443555 -1.314815 0.359 -0.304 -0.132
H 0.700186 -0.579803 -3.695447 0.163 -0.311 0.007
H 0.302171 0.535397 -5.845179 0.046 -0.095 -0.174
H -0.356316 2.902260 -5.897998 -0.028 0.091 -0.205
H -0.654737 4.144722 -3.798973 -0.049 0.164 -0.007
H -0.252862 3.045130 -1.661125 0.042 0.199 0.187
F -3.657390 -3.033615 3.444032 0.000 0.475 -1.449
C -3.665688 -2.637406 2.153822 -0.191 0.021 0.323
C -4.457547 -1.571316 1.751280 -0.336 0.142 0.788
C -4.479601 -1.172226 0.442139 0.129 -0.095 -0.158
C -3.701018 -1.828136 -0.535337 0.060 0.041 -0.170
C -3.799926 -1.347920 -1.863411 0.478 -0.475 -0.050
C -3.196328 -1.758117 -3.080865 -0.049 -0.053 0.116
C -3.469751 -0.982070 -4.226452 -0.151 0.128 0.243
C -2.926809 -1.296553 -5.445774 -0.131 0.291 -0.267
C -2.094048 -2.391460 -5.575583 -0.058 0.182 -0.136
C -1.814735 -3.181874 -4.477750 0.120 -0.275 0.403
C -2.358604 -2.879989 -3.255207 0.038 -0.180 0.058
C -2.886778 -2.894983 -0.094365 -0.006 0.110 0.132
C -2.879896 -3.290158 1.216138 0.340 -0.537 0.291
H -5.057638 -1.070602 2.488594 -0.164 0.154 0.169
H -5.096230 -0.341258 0.142159 -0.149 0.139 0.034
H -4.459082 -0.501756 -1.973924 -0.166 0.260 -0.014
H -4.122023 -0.130638 -4.129385 -0.098 0.212 -0.019
H -3.156264 -0.688945 -6.303709 -0.023 0.120 -0.138
H -1.671831 -2.637065 -6.532992 0.096 -0.039 -0.248
H -1.177918 -4.045507 -4.578322 0.057 -0.111 -0.012
H -2.161208 -3.551208 -2.446816 0.080 -0.129 0.060
H -2.230859 -3.403845 -0.768056 0.113 -0.113 0.022
H -2.267718 -4.115326 1.536984 0.165 -0.129 0.048

=====

Listing relative energy (zero: lowest compared OMol25 entry of this formula, charge and spin) for the structures above in their given order: 44.6; 4.9; 31.6 kcal/mol.
Listing DFT total energy for the structures above in their given order: -608.1854; -11780.3283; -1789.9011 hartree.